# 1
{"formula": "C48H114F9N7O21", "method": "ωB97M-V/def2-TZVPD", "charge": 2, "orbital_gap_ev": 2.9, "symbols": ["N", "O", "O", "O", "C", "O", "O", "C", "F", "F", "F", "C", "C", "H", "H", "H", "H", "H", "H", "C", "O", "O", "C", "F", "F", "F", "C", "C", "H", "H", "H", "H", "H", "H", "C", "O", "O", "C", "F", "F", "F", "C", "C", "H", "H", "H", "H", "H", "H", "C", "O", "C", "C", "N", "H", "H", "C", "C", "O", "C", "H", "H", "H", "H", "H", "H", "H", "H", "H", "H", "H", "H", "H", "H", "C", "O", "C", "C", "N", "H", "H", "C", "C", "O", "C", "H", "H", "H", "H", "H", "H", "H", "H", "H", "H", "H", "H", "H", "H", "C", "O", "C", "C", "N", "H", "H", "C", "C", "O", "C", "H", "H", "H", "H", "H", "H", "H", "H", "H", "H", "H", "H", "H", "H", "C", "O", "C", "C", "N", "H", "H", "C", "C", "O", "C", "H", "H", "H", "H", "H", "H", "H", "H", "H", "H", "H", "H", "H", "H", "C", "O", "C", "C", "N", "H", "H", "C", "C", "O", "C", "H", "H", "H", "H", "H", "H", "H", "H", "H", "H", "H", "H", "H", "H", "C", "O", "C", "C", "N", "H", "H", "C", "C", "O", "C", "H", "H", "H", "H", "H", "H", "H", "H", "H", "H", "H", "H", "H", "H"], "coordinates": [[0.712, 0.480, -0.166], [1.318, 1.457, 0.146], [1.022, -0.141, -1.166], [-0.335, 0.130, 0.427], [3.681, -0.894, 6.689], [4.754, -1.016, 7.710], [3.268, 0.450, 6.788], [4.307, -1.471, 5.325], [4.432, -2.769, 5.401], [3.535, -1.325, 4.254], [5.534, -0.981, 4.965], [4.785, -2.299, 8.465], [6.190, -2.534, 8.799], [6.664, -2.707, 7.833], [6.637, -1.699, 9.338], [6.333, -3.432, 9.401], [4.476, -3.155, 7.866], [4.142, -2.160, 9.334], [2.895, -1.585, 6.991], [-8.114, 0.928, 5.975], [-7.057, 0.715, 5.063], [-8.221, -0.401, 6.563], [-7.994, 2.203, 6.969], [-7.237, 1.923, 8.096], [-7.302, 3.174, 6.362], [-9.214, 2.600, 7.305], [-7.075, 1.554, 3.962], [-5.637, 1.597, 3.489], [-5.308, 0.598, 3.205], [-5.384, 2.321, 2.715], [-5.053, 1.885, 4.363], [-7.326, 2.613, 4.022], [-7.740, 1.351, 3.123], [-9.013, 1.144, 5.397], [1.291, 2.456, -9.547], [1.122, 1.410, -8.578], [1.916, 3.588, -8.906], [2.122, 1.944, -10.815], [2.401, 2.887, -11.682], [3.354, 1.364, -10.523], [1.435, 1.064, -11.497], [0.111, 0.409, -8.586], [0.036, -0.188, -7.222], [-0.776, -0.914, -7.180], [1.011, -0.666, -7.131], [-0.031, 0.570, -6.441], [0.212, -0.215, -9.473], [-0.887, 0.795, -8.793], [0.301, 2.795, -9.852], [-0.928, 6.901, 6.701], [-0.585, 6.358, 5.443], [-0.597, 4.917, 5.409], [-0.013, 4.363, 4.057], [1.438, 4.757, 3.763], [1.894, 4.192, 4.465], [1.734, 4.322, 2.901], [1.812, 6.268, 3.912], [3.054, 6.593, 3.076], [4.116, 5.722, 3.427], [5.285, 5.745, 2.657], [-0.220, 6.597, 7.472], [-1.900, 6.585, 7.082], [-0.897, 7.982, 6.567], [-1.610, 4.582, 5.632], [-0.087, 4.481, 6.268], [-0.666, 4.841, 3.327], [-0.066, 3.275, 4.064], [1.887, 6.353, 4.996], [0.952, 6.837, 3.562], [3.382, 7.624, 3.206], [2.658, 6.501, 2.065], [5.626, 6.771, 2.524], [5.217, 5.205, 1.713], [6.053, 5.261, 3.261], [5.232, 7.929, -4.154], [5.138, 6.502, -4.114], [3.777, 6.026, -4.068], [3.782, 4.541, -3.754], [4.622, 3.786, -4.869], [4.138, 3.735, -5.754], [5.484, 4.237, -5.139], [4.932, 2.383, -4.456], [5.845, 1.652, -5.438], [6.953, 2.509, -5.585], [7.616, 2.426, -6.838], [4.687, 8.465, -3.376], [4.795, 8.229, -5.106], [6.296, 8.146, -4.247], [3.282, 6.089, -5.037], [3.235, 6.564, -3.291], [2.791, 4.089, -3.725], [4.273, 4.343, -2.801], [3.991, 1.833, -4.430], [5.310, 2.339, -3.435], [5.343, 1.646, -6.405], [6.123, 0.654, -5.099], [8.187, 1.507, -6.702], [8.383, 3.201, -6.838], [7.121, 2.659, -7.781], [-10.079, -7.844, -0.884], [-9.251, -8.140, 0.202], [-8.582, -9.329, 0.170], [-7.081, -9.203, 0.584], [-6.201, -8.240, -0.253], [-6.520, -8.370, -1.203], [-6.462, -7.288, -0.039], [-4.608, -8.383, -0.090], [-3.901, -7.446, -1.057], [-4.311, -6.142, -0.740], [-3.669, -5.187, -1.608], [-10.153, -6.801, -1.192], [-11.119, -8.127, -0.720], [-9.863, -8.386, -1.804], [-8.673, -9.834, -0.792], [-9.066, -9.838, 1.003], [-6.582, -10.170, 0.655], [-7.095, -8.745, 1.573], [-4.412, -9.422, -0.352], [-4.439, -8.142, 0.960], [-4.070, -7.684, -2.107], [-2.840, -7.453, -0.807], [-3.991, -4.152, -1.492], [-4.049, -5.266, -2.626], [-2.582, -5.234, -1.666], [2.685, -6.027, -3.713], [3.723, -5.550, -2.818], [4.201, -4.237, -3.127], [4.819, -3.600, -1.935], [5.952, -4.519, -1.401], [5.531, -5.410, -1.180], [6.673, -4.610, -2.103], [6.542, -3.993, -0.042], [7.524, -2.841, -0.191], [6.977, -1.782, -0.992], [7.880, -0.703, -1.108], [1.970, -5.278, -4.051], [2.197, -6.907, -3.293], [3.147, -6.354, -4.645], [3.470, -3.441, -3.268], [4.887, -4.257, -3.974], [4.111, -3.430, -1.124], [5.216, -2.685, -2.373], [7.171, -4.766, 0.399], [5.749, -3.714, 0.652], [8.404, -3.250, -0.687], [7.867, -2.525, 0.794], [8.898, -1.079, -1.207], [7.742, -0.046, -0.249], [7.757, -0.103, -2.010], [-4.449, 7.110, -7.130], [-4.117, 5.944, -6.415], [-2.851, 5.629, -6.204], [-2.746, 4.253, -5.534], [-3.377, 4.336, -4.120], [-2.881, 5.015, -3.561], [-4.322, 4.680, -4.022], [-3.390, 3.117, -3.245], [-4.719, 2.295, -3.594], [-5.861, 3.150, -3.398], [-7.095, 2.447, -3.373], [-5.488, 7.438, -7.084], [-4.075, 6.993, -8.147], [-3.943, 8.037, -6.857], [-2.439, 6.331, -5.478], [-2.272, 5.689, -7.125], [-1.724, 3.969, -5.283], [-3.379, 3.472, -5.955], [-3.487, 3.490, -2.225], [-2.381, 2.727, -3.377], [-4.723, 1.499, -2.849], [-4.817, 1.896, -4.603], [-7.111, 1.777, -2.512], [-7.354, 1.990, -4.328], [-7.757, 3.292, -3.183], [1.612, -5.793, 4.767], [0.480, -4.970, 4.975], [-0.118, -4.410, 3.790], [-1.102, -3.347, 4.218], [-1.977, -3.912, 5.347], [-2.245, -4.874, 5.197], [-1.316, -3.989, 6.107], [-3.036, -3.002, 5.968], [-2.393, -1.920, 6.780], [-1.540, -2.433, 7.829], [-0.990, -1.299, 8.544], [1.319, -6.783, 4.419], [2.039, -5.996, 5.749], [2.434, -5.405, 4.166], [-0.632, -5.283, 3.386], [0.639, -4.013, 3.113], [-1.842, -3.013, 3.490], [-0.593, -2.520, 4.713], [-3.585, -3.724, 6.573], [-3.593, -2.768, 5.060], [-3.126, -1.211, 7.165], [-1.818, -1.307, 6.087], [-0.158, -1.714, 9.113], [-1.751, -0.837, 9.173], [-0.615, -0.495, 7.911]], "mulliken_charge": [0.983, -0.649, -0.664, -0.667, 0.061, -0.362, -0.879, 0.779, -0.296, -0.275, -0.315, 0.029, -1.247, 0.268, 0.286, 0.381, 0.160, 0.312, 0.106, -0.249, -0.164, -0.903, 0.833, -0.277, -0.279, -0.258, -0.176, -1.186, 0.230, 0.377, 0.270, 0.275, 0.317, 0.196, -0.119, -0.126, -0.905, 0.710, -0.269, -0.289, -0.280, -0.330, -1.067, 0.394, 0.238, 0.204, 0.348, 0.289, 0.223, -0.765, -0.288, -0.685, -0.817, -0.161, 0.438, 0.356, -0.467, -0.721, -0.285, -0.753, 0.344, 0.304, 0.253, 0.556, 0.431, 0.331, 0.500, 0.380, 0.350, 0.484, 0.361, 0.329, 0.261, 0.261, -0.753, -0.313, -0.570, -0.645, -0.201, 0.378, 0.463, -0.843, -0.531, -0.359, -0.850, 0.285, 0.345, 0.250, 0.407, 0.464, 0.427, 0.350, 0.437, 0.431, 0.428, 0.394, 0.349, 0.277, 0.361, -0.770, -0.346, -0.530, -0.711, -0.235, 0.378, 0.408, -0.620, -0.494, -0.320, -0.848, 0.292, 0.327, 0.327, 0.452, 0.363, 0.377, 0.381, 0.395, 0.377, 0.398, 0.423, 0.328, 0.335, 0.313, -0.768, -0.328, -0.631, -0.553, -0.099, 0.386, 0.380, -0.705, -0.637, -0.249, -0.690, 0.323, 0.248, 0.319, 0.425, 0.387, 0.447, 0.282, 0.396, 0.403, 0.424, 0.447, 0.345, 0.296, 0.153, -0.815, -0.279, -0.610, -0.506, -0.251, 0.396, 0.450, -0.787, -0.488, -0.352, -0.734, 0.273, 0.334, 0.332, 0.277, 0.537, 0.420, 0.278, 0.373, 0.433, 0.454, 0.390, 0.305, 0.305, 0.262, -0.815, -0.299, -0.611, -0.567, -0.206, 0.382, 0.424, -0.676, -0.572, -0.358, -0.762, 0.327, 0.284, 0.286, 0.345, 0.503, 0.361, 0.344, 0.326, 0.415, 0.598, 0.327, 0.250, 0.333, 0.351]}

---

# 2
{"formula": "C22H30FN3O2", "method": "ωB97M-V/def2-TZVPD", "de_lowest_ev": 20.372, "smiles": "CCOC(=O)C1(Cc2cccc(F)c2)CCN(Cc2cnn(CC)c2C)CC1", "charge": 0, "orbital_gap_ev": 8.4, "symbols": ["C", "C", "O", "C", "O", "C", "C", "C", "C", "C", "C", "C", "F", "C", "C", "C", "N", "C", "C", "C", "N", "N", "C", "C", "C", "C", "C", "C", "H", "H", "H", "H", "H", "H", "H", "H", "H", "H", "H", "H", "H", "H", "H", "H", "H", "H", "H", "H", "H", "H", "H", "H", "H", "H", "H", "H", "H", "H"], "coordinates": [[2.926, 4.262, -3.144], [3.392, 3.320, -2.122], [2.308, 2.761, -1.671], [2.843, 1.883, -0.556], [4.034, 1.852, -0.010], [1.553, 1.063, -0.168], [1.177, 2.048, 0.998], [-0.250, 1.660, 1.549], [-0.409, 0.969, 2.907], [-1.509, 0.501, 3.487], [-2.816, 0.644, 2.862], [-2.640, 1.335, 1.448], [-3.936, 1.490, 0.923], [-1.558, 1.920, 1.004], [0.649, 0.612, -1.274], [1.300, -0.433, -2.019], [1.963, -1.749, -1.414], [0.964, -2.644, -1.024], [-0.339, -2.615, -0.233], [-0.208, -2.737, 1.217], [-1.289, -2.519, 1.747], [-2.290, -2.176, 0.563], [-3.772, -2.144, 0.533], [-4.246, -2.693, 2.136], [-1.478, -2.261, -0.440], [-2.278, -1.889, -1.923], [2.746, -1.231, -0.382], [1.931, -0.015, 0.720], [2.550, 3.574, -3.862], [2.140, 5.033, -2.824], [3.799, 4.933, -3.666], [3.886, 3.804, -1.375], [4.201, 2.723, -2.605], [1.618, 2.394, 1.789], [0.625, 2.949, 0.455], [0.630, 0.692, 3.134], [-1.221, -0.066, 4.281], [-3.610, 0.284, 3.200], [-1.829, 2.175, -0.033], [0.528, 1.366, -1.796], [-0.240, 0.140, -0.516], [0.821, -0.863, -2.619], [2.252, -0.015, -2.542], [0.585, -3.189, -2.119], [1.392, -3.513, -0.843], [0.690, -2.912, 1.977], [-3.952, -0.978, 0.843], [-4.197, -2.635, -0.117], [-3.707, -2.035, 3.023], [-3.998, -3.857, 2.063], [-5.137, -2.399, 2.317], [-2.972, -2.768, -2.030], [-2.765, -0.857, -1.787], [-1.477, -1.880, -2.591], [3.066, -2.078, 0.433], [3.553, -0.686, -0.517], [1.247, -0.710, 1.253], [2.755, 0.159, 1.360]], "mulliken_charge": [-1.294, -0.336, -0.225, 0.080, -0.622, 2.312, -2.291, 0.958, -0.694, -0.620, -1.103, 0.647, -0.425, -0.921, -0.291, -2.212, 0.130, -2.065, 0.907, -0.147, -0.527, 0.549, -0.771, -1.138, 0.018, -1.491, -1.494, -1.253, 0.358, 0.266, 0.296, 0.441, 0.317, 1.001, 0.238, 0.339, 0.409, 1.223, 0.255, 2.045, -1.002, 1.486, 0.170, 0.376, 0.939, 0.361, 0.032, 0.796, 0.147, 0.273, 0.633, 0.518, 0.243, 0.393, 0.214, 0.958, -0.003, 0.601]}

---

It is found that the E_LUMO values, taken in the order of the records, are -4.101, 0.278 eV.